88
Properties=species:S:1:pos:R:3:forces:R:3 method="wB97M-V/def2-TZVPD" homo_lumo_gap_ha=0.3077 total_charge=+1 e_tot_ha=-7816.87533
C -1.610847 -7.079048 -1.265541 0.93 -0.61 1.13
F -5.017152 3.054282 1.058046 0.62 -0.21 0.11
F -2.383876 3.646839 0.481500 -0.16 -0.26 -0.09
H -1.112117 -1.877998 1.120948 0.89 -0.35 -2.49
O 0.367806 1.805345 -0.793429 0.02 0.48 0.82
F -2.688636 3.601623 2.629504 0.19 -0.19 -0.63
H -0.154007 -0.856328 -0.135742 -1.16 -2.52 0.15
C 4.479756 6.506297 -0.070129 0.58 -0.88 0.04
H 2.729909 -0.511434 0.614820 -1.08 -0.93 0.97
F -4.598887 4.644252 5.426331 -0.07 -0.64 -0.16
H -3.679040 -5.334688 -1.809637 -1.13 -1.08 1.89
S 0.116067 -4.209798 2.273546 0.81 1.33 -0.21
H 3.965831 6.581567 -2.209284 0.25 0.06 0.30
O -5.398869 1.739088 3.367468 1.25 1.31 0.65
H 0.069074 -5.776932 -2.069398 -1.16 -0.32 2.37
F 3.298675 6.172311 0.542298 -0.03 0.43 -0.23
C 0.002212 -3.208627 -0.520159 -1.35 -1.54 -0.80
H -2.201822 -2.031512 -1.943609 -0.22 1.00 2.61
F 4.660046 8.454412 1.274539 -0.15 -0.35 -0.07
C -5.214634 3.960182 4.422930 -0.15 1.06 -0.01
H 2.211866 -1.803500 -3.165818 -1.82 0.48 1.85
C 0.766412 1.294456 -2.114532 3.58 6.17 2.00
C -2.688425 2.825195 1.521592 0.66 0.73 -0.23
P 2.512759 -2.774002 1.089993 0.96 1.56 1.66
F 5.451909 5.884967 0.651174 -0.23 0.39 -0.14
F -4.853830 4.568078 3.264476 -0.28 -0.39 0.36
H 2.370867 -5.650318 1.056376 -1.87 0.35 -1.91
Cl -1.972240 -7.196130 -3.115323 0.18 0.23 2.26
O -4.520902 -2.778255 -0.752756 6.49 4.34 3.94
H -1.058783 -8.102276 -1.003206 -1.22 2.11 -0.65
H 1.966452 -1.126457 -1.426131 -1.36 -1.20 -1.75
H 2.296622 -5.275665 -0.790893 -1.61 -0.08 1.67
F 6.816177 5.865205 -3.820470 0.38 0.16 0.69
H -4.671628 -5.392778 -0.102988 1.39 -1.04 -1.89
C 6.559758 6.328937 -2.566254 -1.93 -0.74 -0.58
H -1.875132 -4.334148 0.177888 1.38 -0.61 -1.64
O 5.674274 5.378186 -1.976106 1.00 1.68 -0.01
N 1.878391 3.384695 -1.547564 -3.79 -3.14 2.82
F -3.469114 2.297065 4.420057 -0.52 0.30 0.62
F 5.907613 7.503646 -2.731892 0.81 -0.38 -0.34
C 0.984385 3.079843 -0.331602 2.51 -2.89 -7.92
C 7.874847 6.475586 -1.790676 0.81 0.27 0.55
C 1.634746 -5.331392 0.172145 1.43 1.66 1.11
H 0.116182 -6.724521 0.866273 -0.04 0.72 -0.57
C 4.442102 5.910613 -1.484581 -0.65 -0.85 -0.46
C -0.798802 -1.855664 -0.030848 -0.36 1.40 0.56
F 5.780072 8.445750 -0.584039 -0.47 -0.02 0.42
H 0.538219 -3.135710 3.100837 -0.24 -1.14 -1.21
H -3.455925 -8.095908 -0.408792 1.42 2.39 0.34
C -1.158712 -4.397148 -0.744390 -0.40 0.33 0.01
C -4.142243 -5.999012 -0.963844 -0.19 -0.59 0.07
H -2.348067 -0.383892 -1.037920 0.43 -2.52 0.65
N 1.738358 2.376765 -2.528502 -2.86 -2.04 2.85
S 0.242286 -0.302084 -3.014933 0.83 1.95 1.87
C -0.520350 -5.881525 -1.035367 -1.34 1.01 -2.25
F 8.673522 7.422489 -2.355834 -0.51 -0.32 -0.18
C 4.628186 8.022372 -0.014635 0.09 0.96 0.56
C -3.557164 -2.073705 -0.098746 -5.58 -3.81 -1.85
C -4.478850 1.197897 2.416680 -0.59 -0.99 0.06
C 1.007053 -3.846840 0.621126 -0.58 0.00 -1.81
H 0.992159 -7.188337 -0.486400 -0.84 1.05 0.78
H 3.791462 8.522018 -0.510059 -0.06 -0.17 -0.07
H -1.840139 -4.167063 -1.698299 1.67 -0.50 2.10
H -1.882090 2.092366 1.610934 -0.10 -0.18 0.01
O 2.086317 -1.050252 1.174315 1.21 -2.07 -1.89
H -6.295145 4.073607 4.542102 0.04 -0.25 0.03
H 1.459114 -3.915486 -2.274527 -1.32 1.73 0.68
Cl -2.652637 -6.731730 1.475796 0.30 -0.15 -1.80
C -4.033080 2.144499 1.293217 -1.24 0.27 0.07
N 0.505101 -6.356664 -0.032137 1.70 -0.67 -0.46
C 1.385027 -1.614646 -2.324857 2.40 -0.54 -0.16
O -3.838300 -1.801334 1.332670 1.32 -1.47 -2.65
F 7.659230 6.868245 -0.509639 0.01 -0.38 -0.49
C -4.810277 2.480711 4.435101 -0.07 -2.00 -0.44
F -5.253814 1.893380 5.580603 0.01 0.70 -0.45
Br 4.126184 -2.987755 -0.561193 -1.09 0.19 0.25
H -4.312600 -2.590495 1.753817 0.59 1.44 -1.44
H 0.848628 3.676432 0.666729 -0.07 -1.71 -2.17
H 3.773486 5.042046 -1.437567 0.25 0.12 0.16
C -2.196915 -1.552023 -0.850402 -0.69 0.31 -0.32
H -0.200296 -3.185476 -2.789743 1.98 0.25 1.57
H -4.997684 -6.671074 -1.455419 2.08 1.41 1.05
H -3.633327 0.696228 2.902092 -0.06 0.35 -0.14
H -5.036940 0.385623 1.934588 0.03 0.38 -0.01
H 8.424879 5.531407 -1.766961 -0.19 -0.05 -0.15
C -2.960304 -7.010441 -0.348404 -2.12 -1.19 -1.94
F -3.942027 1.398038 0.146016 0.50 -0.03 0.22
C 0.701601 -3.062468 -2.017345 -1.01 0.89 -0.23

70
Properties=species:S:1:pos:R:3:forces:R:3 method="wB97M-V/def2-TZVPD" homo_lumo_gap_ha="0.2556 / 0.2351" total_charge=+2 multiplicity=3 e_tot_ha=-5306.44371
N -1.755727 -1.424920 -1.353728 0.42 0.19 0.08
C 0.617680 -0.633305 1.086786 -0.18 0.28 -0.45
C -3.871323 -2.186171 -1.721243 -0.16 0.02 0.01
C 1.000280 -0.674837 3.878978 0.14 0.01 0.07
N 0.540162 -2.674412 -0.840289 0.24 0.40 0.10
C -2.511260 3.331842 -0.631671 -0.11 0.00 -0.34
C 2.136576 -0.636912 3.027930 -0.03 -0.02 0.15
H 1.186586 3.893905 -0.403271 0.11 -0.11 0.02
H -3.614203 7.580957 -2.420660 0.01 0.01 0.02
C -0.256892 -0.720348 3.356903 -0.11 0.01 0.00
S -1.845184 1.937166 0.131137 -0.37 0.03 0.02
C -2.437491 -0.298581 -1.266152 -0.30 0.43 0.16
N -1.602162 0.774060 -1.094122 0.02 -0.26 0.71
H 3.045160 -4.170446 1.832090 -0.04 -0.07 -0.03
C -1.784951 4.521341 -0.636927 -0.06 -0.03 -0.03
H 2.981420 3.795142 -0.582567 -0.04 0.00 0.01
O -0.510121 2.256310 0.550548 0.15 -0.10 0.08
C 1.146473 3.644555 -3.080735 -0.06 0.07 -0.08
H 3.284019 -5.269367 0.451909 -0.06 0.04 0.08
H 1.350697 -5.677089 -1.178791 -0.04 0.00 0.06
C 2.043484 3.238209 -0.549555 -0.01 0.09 0.08
C -3.571491 5.597436 -1.860506 -0.07 0.12 -0.03
C 1.935692 -0.601027 1.628134 0.04 -0.08 0.19
N -4.086248 6.696763 -2.462503 0.04 -0.14 0.01
O -2.785937 1.376141 1.054937 -0.02 -0.15 -0.17
S 1.907591 2.378307 -2.100851 0.13 -0.04 0.08
H 0.596259 -6.494368 0.190870 0.00 0.09 -0.04
H -0.308356 -3.033574 -0.420147 -0.21 0.00 0.18
H -5.005498 6.682404 -2.865367 -0.01 0.01 0.02
H -4.373018 2.371317 -1.168291 0.04 0.05 -0.03
H 0.571011 -3.082213 -1.770425 -0.14 -0.07 -0.27
C -2.310090 5.642096 -1.239402 0.05 0.10 -0.01
H 3.583454 -0.683399 4.626847 -0.01 0.00 -0.05
H 1.137583 3.311245 -4.115729 -0.03 0.03 -0.01
H -1.761405 6.577577 -1.216292 -0.03 -0.06 0.00
O 0.724489 1.391589 -1.927307 -0.23 -0.69 0.29
H 0.716351 -3.493976 2.496921 -0.04 -0.04 -0.07
C 3.109374 -0.582818 0.862447 -0.05 0.01 -0.27
H 1.748948 4.549143 -2.979363 -0.02 -0.04 -0.05
C 0.276177 -4.176456 1.765702 -0.03 0.05 0.05
H -0.000274 -5.103409 2.269839 0.01 0.04 0.00
C 4.380279 -0.606056 1.329340 0.14 0.02 0.18
H -2.163424 -3.504043 -1.764242 -0.01 0.06 0.01
H 5.235736 -0.600226 0.664041 -0.06 0.00 0.06
H 1.152630 -0.670765 4.952748 0.00 -0.02 -0.06
S -4.114931 -0.490977 -1.471261 -0.11 0.07 0.03
H -1.458786 -0.769147 1.588034 -0.09 0.07 -0.02
C 4.549315 -0.641867 2.733208 0.04 -0.02 -0.05
C 3.455865 -0.653776 3.550673 -0.02 0.02 0.06
C 1.264444 -4.483829 0.646675 0.02 -0.04 -0.08
C -2.572352 -2.512295 -1.632226 0.29 -0.08 -0.02
H 0.135042 3.792010 -2.699576 0.04 0.07 -0.01
H 5.550609 -0.666088 3.143693 -0.05 0.02 -0.01
C 0.693148 -5.531312 -0.315185 0.01 -0.01 -0.01
H 2.073927 2.487065 0.239131 0.05 0.03 0.00
C 2.584112 -4.964002 1.237676 0.10 -0.02 -0.01
H -1.122837 -0.748824 4.007252 0.05 -0.02 -0.04
H -4.706557 -2.843407 -1.912709 0.07 0.06 0.02
H -5.285295 4.350654 -2.280410 0.06 0.01 0.01
W 0.154035 -0.404451 -0.946680 0.43 -0.23 -0.87
N 1.620552 -3.211868 -0.045193 -0.05 -0.05 0.11
Br 2.845033 -0.553334 -1.045931 0.02 -0.06 0.04
H -0.658173 -3.727759 1.403707 0.05 -0.04 0.03
C -3.777680 3.276081 -1.224359 0.09 0.06 0.16
H -0.308713 -5.268135 -0.674785 0.07 -0.03 0.01
C -0.442974 -0.716473 1.958346 -0.02 -0.05 0.06
H 2.382953 -3.398604 -0.686145 0.08 -0.01 -0.05
C -4.297422 4.389375 -1.835751 -0.06 -0.02 -0.02
H 2.412620 -5.825517 1.883403 0.02 0.02 -0.03
H -0.828964 4.567675 -0.129576 -0.11 0.02 -0.04

70
Properties=species:S:1:pos:R:3:forces:R:3 method="wB97M-V/def2-TZVPD" homo_lumo_gap_ha="0.2717 / 0.2335" total_charge=+1 multiplicity=2 e_tot_ha=-3292.20147
C 3.265531 -6.168399 -1.939972 -0.01 0.00 0.00
C -0.394487 3.491807 3.090262 -0.13 0.12 0.43
C -0.403122 -2.474107 -0.335291 -0.22 -0.13 -0.25
C 1.924317 1.546045 0.009203 0.10 0.03 0.07
H -1.310045 -6.043036 -0.525555 0.00 -0.02 -0.02
N 0.138396 -1.635416 0.475989 0.32 0.28 -0.04
H 2.302505 -1.682377 1.110043 -0.03 0.01 0.00
H 1.441460 2.361344 2.870177 0.00 0.06 0.05
H 3.637347 1.522473 1.331527 -0.02 -0.03 -0.02
C 1.558814 0.173135 0.339700 -0.23 -0.22 0.26
C -3.280331 -0.272674 -1.878539 0.07 0.05 0.31
H 2.879936 5.302704 -0.439507 0.01 -0.01 0.00
H -1.373943 -4.837635 -1.798979 0.04 0.08 0.01
H 1.364322 3.355628 4.336645 -0.08 0.00 0.01
O -2.970000 -0.192812 -3.046123 0.10 0.06 -0.33
N 0.479368 -0.409578 -0.111847 -0.02 -0.16 -0.19
S -0.767209 -2.110802 -2.001437 -0.12 -0.58 0.12
C -4.263815 -0.836765 0.201923 0.06 -0.07 0.12
C 1.169650 2.387748 -0.841298 -0.10 0.05 -0.41
H 0.937745 -6.708652 0.458258 0.01 0.01 0.00
H 4.254238 3.830786 1.035006 0.01 0.00 -0.01
H -0.577569 4.998588 4.617164 -0.01 -0.03 -0.02
H 3.434648 -0.338264 1.243552 0.02 -0.01 0.02
H -0.995674 2.503316 4.885596 0.01 0.01 -0.01
C 2.516670 -5.377079 -2.797100 -0.02 -0.02 0.02
C 1.381432 -6.331962 -0.456693 0.03 0.03 0.02
H -1.393664 1.526540 1.519609 0.08 -0.25 0.13
C 1.523593 3.745012 -0.957205 0.09 0.11 0.02
O -2.338336 -0.041344 1.438661 0.31 0.21 0.00
N -0.707147 3.439068 1.646049 0.21 -0.70 -0.10
H 2.951574 -5.016122 -3.720306 -0.01 0.01 0.01
H -0.857874 1.683354 -5.952378 -0.02 0.01 -0.01
H -0.354960 5.663263 3.002699 -0.01 -0.01 0.01
C -4.605675 -0.635071 -1.269101 -0.03 0.03 -0.08
C 2.617011 4.260880 -0.303833 -0.04 0.10 -0.04
N -2.349710 -0.007867 -0.888412 -0.29 -0.11 0.43
H 0.614632 -4.456588 -3.162976 -0.01 0.04 -0.01
C 0.625069 -5.528973 -1.306686 -0.02 0.03 -0.01
H -4.187948 -1.895172 0.462250 -0.04 0.01 0.01
C -0.792590 -5.178020 -0.942814 -0.01 -0.03 0.01
C 3.038487 2.121337 0.663879 0.01 0.00 -0.04
Cl -1.717412 2.436315 -3.902435 0.01 0.15 -0.13
H 3.267639 -7.278896 -0.101879 0.00 0.00 -0.01
C 1.201035 -5.058783 -2.481828 0.00 -0.07 0.01
C -1.156624 2.389921 3.814826 -0.08 -0.04 -0.07
C -1.156814 1.212985 -5.024451 0.09 -0.09 -0.06
C 2.692996 -6.649524 -0.768922 -0.02 0.00 0.01
H -1.052935 2.329244 0.039730 0.28 -0.03 -0.13
S -0.911341 -3.974558 0.421982 0.08 0.00 -0.02
C -0.847018 4.869241 3.569685 0.02 0.04 -0.09
H -2.231039 2.457422 3.629231 0.04 -0.02 0.00
H 1.665519 4.115797 2.770288 -0.01 -0.05 0.01
H -4.943857 -0.368321 0.909331 -0.02 0.00 -0.01
C 2.390489 -0.620949 1.310575 0.08 0.09 -0.03
H -1.931205 0.468691 -5.154275 -0.03 0.01 0.03
H -5.298895 0.192817 -1.426169 -0.01 -0.01 -0.02
C -2.870795 -0.262808 0.368296 -0.19 0.10 -0.32
H 0.929012 4.355292 -1.626193 0.00 -0.03 -0.01
O 0.130994 2.019526 -1.573687 0.21 0.66 0.33
H -5.012194 -1.508044 -1.775125 -0.01 -0.01 0.03
Cl 0.295329 0.342813 -4.413774 -0.08 0.08 -0.07
Ir -0.545080 0.134963 -1.683760 0.21 -0.54 0.06
N -0.873453 2.271606 1.040570 -0.66 0.74 0.24
H -1.926429 4.984538 3.470161 0.02 0.00 0.01
H 2.044076 -0.454355 2.333558 0.00 0.01 -0.01
H -0.808720 1.393152 3.536509 -0.01 0.00 0.03
C 3.391087 3.439295 0.515318 0.04 -0.03 0.02
C 1.113930 3.320647 3.276686 0.04 -0.03 -0.21
H 4.288365 -6.421793 -2.186362 -0.01 0.01 0.00
H -0.259306 4.129456 1.049972 0.02 0.09 -0.02

65
Properties=species:S:1:pos:R:3:forces:R:3 method="wB97M-V/def2-TZVPD" homo_lumo_gap_ha="0.2614 / 0.2065" total_charge=+1 multiplicity=3 e_tot_ha=-2493.82954
C -3.492307 -1.020288 -1.822474 0.12 -0.11 0.14
P -0.741723 -0.487655 -1.613909 -0.09 -0.60 0.75
Cl 3.365504 -6.667430 2.298340 0.09 -0.24 0.03
H -1.138761 -2.776408 -2.316929 -0.05 -0.02 -0.02
H 1.290708 2.411434 -2.977216 -0.02 0.04 -0.10
C -2.297975 -0.180516 -3.881767 0.08 -0.01 0.06
C 0.034976 1.051582 0.652501 -0.13 -0.01 0.17
C -0.848626 -2.306140 -1.378471 0.16 0.13 -0.07
C -2.841744 1.376988 -1.997718 0.20 -0.01 0.08
H -3.957528 -0.356595 4.823306 -0.11 -0.07 0.07
H -0.367853 1.941810 4.445506 0.11 0.08 0.03
H -2.141431 2.105601 -2.397979 -0.01 0.08 -0.02
H -1.554166 -2.560826 -0.590218 -0.08 0.05 -0.04
H 2.732329 0.683605 1.637568 0.00 0.01 -0.01
C -3.145438 -0.007449 4.206546 -0.14 -0.19 -0.33
H -2.911912 1.504073 -0.919265 -0.05 0.07 0.05
H -3.843142 -0.997855 2.440051 -0.04 -0.08 -0.06
C -2.448134 -0.049283 -2.368579 0.41 0.22 -0.32
H 3.977582 -5.248972 -0.096153 0.08 -0.13 -0.07
H -0.293731 2.580050 -2.216367 -0.05 0.02 -0.09
H 0.546219 4.011969 -2.825656 -0.04 0.10 -0.04
C 0.507557 4.123054 -0.064989 0.00 -0.17 0.05
C 3.246033 -3.056140 -1.331813 0.34 -1.01 0.69
H -2.213319 1.045964 5.830631 0.00 0.06 0.11
C -1.125758 1.302249 4.023359 -0.21 -0.02 0.27
C -0.907095 0.139212 0.100103 -0.03 0.14 0.14
H -0.510111 3.749749 0.030099 -0.10 0.00 0.02
C 0.680354 3.049931 -2.335942 0.05 -0.15 0.10
H 3.975688 -3.752010 -1.775905 -0.08 0.13 -0.13
C 1.536611 -3.156279 2.035773 0.06 0.43 -0.22
C 1.921825 -4.392723 2.454673 0.19 -0.04 -0.14
C -1.048774 0.967476 2.659103 -0.54 -0.47 -0.24
H 0.940114 4.188339 0.930731 0.00 0.05 0.12
C 2.742838 3.827034 -1.165445 0.00 -0.15 0.06
H 3.198556 4.081874 -0.212046 0.09 0.02 0.06
C 2.872957 -3.407945 0.002873 -0.53 0.82 0.18
H -3.261519 -0.041464 -4.368667 -0.11 0.00 -0.02
H 2.429967 2.420990 1.837573 -0.04 0.02 -0.09
H 2.674088 4.735980 -1.759706 -0.03 0.08 -0.05
C -3.091641 -0.365540 2.886675 -0.09 0.00 0.31
H 1.535495 -4.798533 3.377636 0.00 -0.06 0.07
H 0.872684 -2.552033 2.637308 -0.07 0.04 0.00
H 3.735053 1.850060 0.751006 0.00 0.03 -0.01
N -1.907085 -0.305014 0.810082 -0.16 -0.19 -0.15
H -3.374155 -2.018995 -2.233854 0.00 -0.09 -0.01
C 2.041441 -2.571088 0.832944 0.47 -1.65 0.15
C 3.300941 -4.656025 0.499424 -0.17 -0.36 0.37
H -4.484532 -0.665307 -2.096598 -0.05 0.10 -0.14
P 1.552925 1.526585 -0.242691 -0.22 0.30 0.05
C 2.844125 -5.140574 1.700455 0.11 0.27 -0.47
C -2.152621 0.807390 4.780683 0.31 0.23 -0.10
H 0.138084 -2.679790 -1.108049 -0.05 -0.04 0.04
H 0.463628 5.127552 -0.482064 0.01 0.09 -0.05
N -0.042499 1.433436 1.896922 0.26 0.32 0.10
O 1.776802 -1.355121 0.596661 -0.62 1.73 -1.16
C 2.735921 1.648852 1.133077 0.07 -0.14 -0.28
H 3.390593 3.128106 -1.693715 0.15 0.01 -0.07
H -3.818371 1.601486 -2.422504 -0.09 -0.04 -0.07
H -1.920921 -1.164060 -4.158252 -0.01 -0.10 -0.09
Pt 1.717458 -0.376093 -1.506583 0.42 -0.30 0.77
O 2.836306 -2.144096 -2.058465 -0.29 0.76 -0.51
C 1.347470 3.237099 -0.977293 0.05 -0.40 -0.06
H -3.443127 -1.065168 -0.736545 -0.11 -0.07 -0.05
H -1.610461 0.569414 -4.269236 0.05 0.05 -0.08
C -2.026375 0.094472 2.091451 0.48 0.43 0.32